(1)
15
Properties=species:S:1:pos:R:3:nbo_charge:R:1 method="wB97M-V/def2-TZVPD" total_charge=+1 smiles="NS(=O)(=O)[n+]1cc[nH]c1" homo_lumo_gap_ev=10.64 de_lowest_kj_mol=42.1 spin_multiplicity=1
H 0.240 -3.063 0.191 0.42
N 0.644 -2.211 0.618 -1.03
H 1.302 -2.481 1.341 0.42
H -1.214 2.666 1.330 0.47
H 0.714 1.190 1.654 0.24
S 1.392 -1.109 -0.555 2.42
O 0.983 -1.340 -1.847 -0.84
C 0.069 1.152 0.869 0.25
H -0.770 0.067 -1.953 0.27
O 2.615 -0.706 0.001 -0.83
C -1.661 1.499 -0.445 -0.05
C -0.855 0.452 -0.971 -0.03
N 0.188 0.219 -0.142 -0.53
N -1.021 1.914 0.680 -0.44
H -2.628 1.752 -0.771 0.26

=====

(2)
12
Properties=species:S:1:pos:R:3:nbo_charge:R:1 method="wB97M-V/def2-TZVPD" total_charge=0 homo_lumo_gap_ev=9.97 de_lowest_kj_mol=136.9 spin_multiplicity=1
H 0.939 -0.577 1.610 0.20
C 0.274 2.261 -0.628 0.53
O 0.995 -0.025 -1.427 -0.52
H 1.892 -1.614 -0.732 0.14
O -0.604 0.254 0.760 -0.73
O 1.319 2.552 -0.267 -0.47
H -0.371 1.017 0.201 0.45
I -3.426 -0.134 -0.726 -0.18
C 0.292 -0.791 0.727 -0.17
C 1.165 -0.886 -0.588 0.41
H -2.163 -0.377 0.226 0.14
H -0.313 -1.680 0.843 0.21

=====

(3)
26
Properties=species:S:1:pos:R:3:nbo_charge:R:1 method="wB97M-V/def2-TZVPD" total_charge=0 smiles=CCCCNCO.O.O homo_lumo_gap_ev=9.35 de_lowest_kj_mol=50.4 spin_multiplicity=1
H -1.982 -0.065 2.062 0.20
H 2.603 0.613 -0.617 0.51
C -0.735 1.211 0.774 -0.41
H -1.641 3.117 1.123 0.21
H 3.116 0.355 0.863 0.47
H -0.093 2.934 1.919 0.20
O 2.728 -0.050 0.085 -0.98
H -1.807 -2.056 0.967 0.18
H 0.275 1.233 0.365 0.22
H -0.507 -1.254 -2.717 0.48
H 1.191 -2.834 -1.186 0.18
C -1.247 -1.281 0.459 -0.21
O 1.618 1.181 -2.080 -0.98
H 0.991 0.467 -2.282 0.51
C -1.086 -0.113 1.441 -0.40
H 1.518 1.813 -2.799 0.48
H -0.277 -0.404 2.114 0.20
H -1.766 -0.928 -0.434 0.16
H -1.498 2.171 2.648 0.21
H 0.791 -1.188 0.391 0.39
N 0.070 -1.845 0.120 -0.65
C -1.028 2.419 1.699 -0.61
O 0.292 -1.296 -2.185 -0.77
C 0.262 -2.324 -1.214 0.08
H -1.365 1.270 -0.124 0.18
H -0.423 -3.146 -1.392 0.16

=====

(4)
44
Properties=species:S:1:pos:R:3:nbo_charge:R:1 method="wB97M-V/def2-TZVPD" total_charge=0 smiles="CCN(CCO)C(=O)c1ccc2nc(Cc3cccc(Cl)c3)oc2c1" homo_lumo_gap_ev=9.50 de_lowest_kj_mol=131.6 spin_multiplicity=1
H -1.326 -4.657 0.498 0.22
C 0.483 1.103 0.546 -0.22
H 1.721 7.334 3.686 0.46
C 1.488 5.472 1.909 -0.25
H 0.482 5.807 1.643 0.25
C 0.894 2.296 -0.031 -0.11
H 2.614 5.149 3.746 0.15
C 3.182 2.513 2.329 -0.62
C 1.668 1.183 -2.049 -0.22
C -0.795 -3.784 -1.391 -0.02
C 3.019 3.614 1.282 -0.22
C 1.285 -0.020 -1.474 0.13
C -2.982 -4.601 -0.853 -0.05
C -3.448 -4.242 -2.106 -0.23
H 1.315 -3.927 -1.757 0.25
H 2.103 1.211 -3.035 0.23
C 1.463 2.330 -1.310 -0.20
H 0.012 1.077 1.515 0.24
N 1.691 4.196 1.258 -0.44
C -2.575 -3.646 -3.001 -0.18
C 0.846 -2.033 -0.984 0.54
H 1.734 3.289 -1.729 0.22
H -2.930 -3.358 -3.979 0.22
H 2.536 1.671 2.097 0.21
C -1.665 -4.373 -0.487 -0.18
H 3.252 3.201 0.296 0.21
H 3.726 4.421 1.486 0.20
H 2.932 2.877 3.322 0.21
C 0.640 -3.504 -1.012 -0.48
H 0.902 4.647 3.820 0.19
C 0.696 -0.044 -0.193 0.23
O 1.192 6.612 4.043 -0.71
C 0.620 3.585 0.689 0.67
O 0.424 -1.340 0.104 -0.41
H -4.477 -4.424 -2.375 0.23
O -0.501 4.052 0.726 -0.61
Cl -4.057 -5.346 0.278 0.01
H 4.212 2.166 2.333 0.21
C -1.258 -3.417 -2.649 -0.21
H -0.578 -2.946 -3.343 0.23
H 0.860 -3.921 -0.029 0.24
N 1.353 -1.318 -1.928 -0.48
C 1.588 5.407 3.441 -0.07
H 2.220 6.192 1.521 0.18

=====

(5)
20
Properties=species:S:1:pos:R:3:nbo_charge:R:1 method="wB97M-V/def2-TZVPD" total_charge=+2 homo_lumo_gap_ev=13.30 de_lowest_kj_mol=72.5 spin_multiplicity=1
N -0.660 -0.492 1.719 -0.72
H 0.833 0.093 -3.179 0.44
H -0.088 -2.461 1.121 0.26
H -0.816 -1.577 -0.970 0.24
H 0.959 -1.800 -1.053 0.28
H -0.230 0.517 1.743 0.47
H -1.645 -0.542 1.453 0.44
H -0.804 0.092 -3.022 0.44
H 1.268 0.681 -1.017 0.25
H -0.553 0.898 -0.657 0.23
H -0.596 2.579 2.025 0.52
N 0.053 0.531 -2.685 -0.75
H 1.215 -1.325 1.291 0.24
H 0.040 1.509 -2.976 0.45
C 0.280 0.254 -0.905 -0.10
H 0.900 2.474 2.178 0.53
H -0.634 -0.733 2.716 0.46
O 0.131 1.947 1.913 -0.96
C 0.152 -1.216 -0.619 -0.48
C 0.194 -1.429 0.923 -0.22

=====

(6)
61
Properties=species:S:1:pos:R:3:nbo_charge:R:1 method="wB97M-V/def2-TZVPD" total_charge=0 homo_lumo_gap_ev="6.23 / 5.40" de_lowest_kj_mol=571.0 spin_multiplicity=1
C 2.695 0.322 -3.132 -0.21
H 3.124 1.430 3.024 0.24
H -3.394 0.314 1.649 0.22
H 0.589 -1.391 3.984 0.24
C 0.121 2.643 2.524 -1.14
C 1.646 2.420 -3.569 -0.30
C -2.951 0.570 -2.017 -1.00
C 0.944 -4.120 -1.237 -0.30
H 2.892 -0.234 2.455 0.23
H 2.559 1.361 -0.403 0.24
C -2.660 -1.081 -0.876 -1.04
H -2.473 -2.656 1.174 0.24
H -0.800 -3.123 1.517 0.24
C 1.488 -0.138 -2.562 0.15
C -1.654 -2.543 1.895 -1.14
H -1.986 -3.032 2.826 0.23
C 0.489 1.917 -3.016 0.04
C 2.396 -2.446 -2.104 -0.23
H 0.582 -0.839 0.650 0.27
H 3.540 -0.352 -3.195 0.21
C 2.150 2.100 0.298 -1.13
H 0.850 3.340 2.968 0.24
C 1.356 -1.522 -2.103 0.12
H 1.625 2.857 -0.297 0.24
H 3.000 2.596 0.796 0.24
C 2.216 -3.759 -1.680 -0.18
H -0.271 0.069 4.511 0.24
Sn -1.194 0.402 -0.868 2.06
H -3.798 -0.085 -2.448 0.24
C 2.365 0.646 2.853 -1.12
C -2.737 0.248 2.522 -1.14
N 0.130 -1.889 -1.651 -0.54
H -1.858 -1.780 -1.067 0.27
H -3.324 -0.228 3.323 0.24
H -2.142 2.673 0.326 0.23
C -0.392 -0.899 4.009 -1.13
H -1.960 2.942 -1.421 0.22
C -0.075 -3.164 -1.237 0.05
H -0.440 2.525 -3.013 0.20
Si 1.087 1.300 1.624 1.72
H -3.476 1.385 -1.483 0.24
H -1.063 -3.432 -0.897 0.20
H 3.734 1.985 -4.045 0.22
H 3.027 -4.476 -1.687 0.22
H -3.479 -1.501 -1.585 0.26
Si -1.169 -0.770 2.297 1.72
H -2.345 0.777 -2.909 0.24
H -0.536 3.028 -0.374 0.23
H 1.658 3.448 -3.959 0.22
H -2.515 1.274 2.842 0.24
H 3.405 -2.131 -2.457 0.21
H -3.165 -1.013 0.102 0.25
H -1.051 -1.519 4.641 0.24
H 0.704 -5.118 -0.875 0.22
H -0.508 2.261 3.338 0.23
C 2.789 1.629 -3.622 -0.24
C -0.082 -0.031 0.919 -1.67
H 1.951 0.364 3.830 0.24
N 0.398 0.700 -2.432 -0.66
C -1.485 2.521 -0.532 -1.12
H -0.526 3.226 1.858 0.24

=====

(7)
54
Properties=species:S:1:pos:R:3:mulliken_charge:R:1 method="wB97M-V/def2-TZVPD" total_charge=-1 homo_lumo_gap_ev=4.11 de_lowest_kj_mol=114.9 spin_multiplicity=1
O -0.900 1.591 0.385 -0.81
H 1.568 -2.367 -4.239 0.46
H -0.485 -3.170 1.635 0.16
H -0.710 3.317 -3.792 0.27
N 1.354 -3.539 3.618 -0.12
H -2.388 5.680 -0.646 0.33
H 0.051 -2.138 4.486 0.38
C -0.729 2.394 -1.867 0.62
H 2.519 -4.450 -5.210 0.36
C 0.989 -3.291 -2.412 0.21
C -1.924 4.762 -0.995 -0.51
O -0.171 -2.157 -0.671 -0.80
F 2.556 2.885 3.954 -0.25
C -1.085 2.512 -0.478 0.50
H -0.691 -3.724 4.108 0.38
C 2.085 -4.462 -4.217 -0.60
H 3.363 -2.999 3.267 0.36
H 0.487 -4.459 -0.718 0.39
F 2.818 0.762 3.597 -0.26
H 2.087 -2.686 1.130 0.27
H 2.359 -1.733 4.041 0.42
O -0.383 0.998 2.911 -0.74
C 1.878 1.745 3.761 0.56
C -1.574 4.632 -2.344 -0.63
C 2.394 -2.498 3.266 -0.75
C -0.152 1.189 -2.436 -0.63
C -0.028 -2.937 3.749 -0.61
H 1.614 -4.068 4.447 0.35
H 2.483 -6.552 -3.898 0.36
O 0.486 3.241 2.190 -0.66
H -1.327 -1.841 2.437 0.42
H 1.318 -4.194 2.831 0.36
C 2.063 -5.644 -3.483 -0.31
N 0.631 -1.449 1.940 0.57
N 0.147 0.152 -1.756 0.34
C 1.554 -3.297 -3.687 -0.29
C -1.695 3.747 -0.098 -0.37
C 1.981 -1.925 1.915 -0.69
H 1.465 -6.568 -1.643 0.36
H 2.634 -1.087 1.667 0.40
O 1.479 1.126 1.314 -0.62
C 1.497 -5.648 -2.218 -0.64
H -0.011 1.168 -3.523 0.19
C -0.988 3.449 -2.749 -0.72
C 0.960 -4.480 -1.692 -0.15
H 0.529 -0.570 2.444 0.00
S 0.649 1.827 2.300 1.32
N 0.625 -0.941 -2.481 -0.76
C 0.422 -2.038 -1.784 0.19
H -1.955 3.856 0.947 0.36
H -1.758 5.432 -3.051 0.36
F 1.274 1.446 4.937 -0.30
Li 0.160 -0.043 0.233 0.83
C -0.375 -2.369 2.378 -0.85

=====

(8)
34
Properties=species:S:1:pos:R:3:nbo_charge:R:1 method="wB97M-V/def2-TZVPD" total_charge=0 homo_lumo_gap_ev=8.22 de_lowest_kj_mol=312.1 spin_multiplicity=1
H 5.536 1.628 2.537 0.42
C 0.439 -0.670 0.332 0.29
H 4.021 2.910 3.778 0.22
C 1.657 -0.057 -1.558 0.65
H -3.909 -2.918 -0.229 0.24
H 2.622 1.874 3.180 0.21
N -0.752 -1.160 0.937 -0.44
C -5.330 -2.502 -1.969 -0.25
N 4.510 1.526 2.298 -0.61
O 5.292 0.158 0.816 -0.60
C 2.914 0.612 0.490 -0.40
C -2.650 -0.475 -0.302 0.30
S 1.702 -0.347 1.464 0.26
H -1.532 1.189 -0.959 0.26
C -2.307 0.994 -0.224 -0.70
H -0.594 -1.632 1.821 0.40
N 0.512 -0.554 -0.965 -0.57
C 3.533 2.432 2.876 -0.43
H -3.209 1.573 -0.439 0.23
C -5.596 -1.473 -2.839 -0.38
C -4.297 -2.223 -0.970 -0.20
H 3.745 0.484 -1.482 0.26
H 3.366 -1.096 -0.747 0.25
H -1.994 1.285 0.768 0.23
O 1.573 0.297 -2.721 -0.54
H 2.534 1.623 0.387 0.23
N -1.955 -1.357 0.345 -0.28
C 4.281 0.759 1.185 0.66
S -4.532 -0.109 -2.444 0.41
H -5.732 -3.481 -1.952 0.22
C 3.027 -0.069 -0.879 -0.51
H -6.308 -1.492 -3.645 0.24
H 3.229 3.226 2.209 0.19
C -3.798 -0.956 -1.099 -0.26

=====

Please write out number 3 again, unchanged.
26
Properties=species:S:1:pos:R:3:nbo_charge:R:1 method="wB97M-V/def2-TZVPD" total_charge=0 smiles=CCCCNCO.O.O homo_lumo_gap_ev=9.35 de_lowest_kj_mol=50.4 spin_multiplicity=1
H -1.982 -0.065 2.062 0.20
H 2.603 0.613 -0.617 0.51
C -0.735 1.211 0.774 -0.41
H -1.641 3.117 1.123 0.21
H 3.116 0.355 0.863 0.47
H -0.093 2.934 1.919 0.20
O 2.728 -0.050 0.085 -0.98
H -1.807 -2.056 0.967 0.18
H 0.275 1.233 0.365 0.22
H -0.507 -1.254 -2.717 0.48
H 1.191 -2.834 -1.186 0.18
C -1.247 -1.281 0.459 -0.21
O 1.618 1.181 -2.080 -0.98
H 0.991 0.467 -2.282 0.51
C -1.086 -0.113 1.441 -0.40
H 1.518 1.813 -2.799 0.48
H -0.277 -0.404 2.114 0.20
H -1.766 -0.928 -0.434 0.16
H -1.498 2.171 2.648 0.21
H 0.791 -1.188 0.391 0.39
N 0.070 -1.845 0.120 -0.65
C -1.028 2.419 1.699 -0.61
O 0.292 -1.296 -2.185 -0.77
C 0.262 -2.324 -1.214 0.08
H -1.365 1.270 -0.124 0.18
H -0.423 -3.146 -1.392 0.16